No. 1
DFT (ωB97M-V with the def2-TZVPD basis set) results for a molecular structure, C48H102CuF6N2O22 in a non-equilibrium geometry.

Calculated values
**<S²>**: 0.75
**HOMO (spin up / spin down)**: -5.953 / -5.954 eV
**Kohn-Sham gap (spin up / spin down)**: 4.034 / 2.310 eV
**E**: -160377.148 eV
**Lowest unoccupied orbital energy (spin up / spin down)**: -0.071 / -0.134 Eh
**Maximum force**: 4.08 eV Å⁻¹
**2S+1**: 2

Geometry (Å):
Cu -13.691 -20.954 -1.724
C -17.981 -18.351 -2.131
O -18.110 -18.961 -0.823
O -16.872 -18.982 -2.649
C -19.319 -18.592 -2.934
F -19.659 -19.868 -3.206
F -20.323 -18.066 -2.170
F -19.312 -17.975 -4.140
C -18.591 -18.171 0.210
C -18.624 -19.087 1.442
H -17.618 -19.485 1.578
H -18.804 -18.494 2.338
H -19.335 -19.899 1.288
H -19.605 -17.817 0.022
H -18.008 -17.268 0.393
H -17.941 -17.262 -2.140
C -11.027 -22.106 2.877
O -12.181 -21.460 3.534
O -11.385 -22.122 1.518
C -9.649 -21.407 3.255
F -9.759 -20.176 2.953
F -9.412 -21.429 4.598
F -8.543 -21.838 2.659
C -12.380 -21.857 4.890
C -13.708 -21.480 5.231
H -13.895 -21.852 6.239
H -14.002 -20.432 5.274
H -14.467 -22.050 4.695
H -11.682 -21.382 5.579
H -12.251 -22.896 5.194
H -10.970 -23.100 3.320
C -17.512 -21.422 -8.556
C -17.505 -22.841 -8.945
N -17.504 -23.968 -9.273
H -18.418 -20.825 -8.667
H -16.637 -20.919 -8.966
H -17.366 -21.437 -7.476
C -22.942 -14.403 -7.662
C -23.929 -13.286 -7.543
N -24.709 -12.465 -7.432
H -23.410 -15.054 -8.401
H -22.860 -14.872 -6.682
H -21.942 -14.011 -7.848
C -17.646 -12.547 6.624
O -16.557 -12.429 5.765
C -15.861 -13.689 5.540
C -14.703 -13.843 6.565
O -13.853 -14.902 6.105
C -12.791 -15.122 6.916
C -11.700 -14.004 6.952
O -12.031 -12.774 7.627
C -10.986 -11.778 7.763
H -17.348 -12.801 7.641
H -18.396 -13.198 6.176
H -18.081 -11.555 6.502
H -15.530 -13.632 4.503
H -16.555 -14.525 5.621
H -15.249 -14.166 7.452
H -14.219 -12.872 6.671
H -12.320 -16.070 6.654
H -13.264 -15.279 7.885
H -11.453 -13.834 5.904
H -10.792 -14.446 7.362
H -11.340 -10.889 8.285
H -10.549 -11.475 6.812
H -10.111 -12.125 8.313
C -13.496 -23.453 -4.113
O -13.012 -22.097 -3.952
C -11.770 -21.854 -4.574
C -11.464 -20.353 -4.639
O -11.696 -19.797 -3.379
C -11.139 -18.480 -3.188
C -11.447 -18.060 -1.770
O -12.624 -18.630 -1.220
C -12.960 -18.104 0.058
H -13.000 -24.168 -3.458
H -13.421 -23.856 -5.123
H -14.542 -23.296 -3.849
H -11.562 -22.255 -5.566
H -11.032 -22.350 -3.943
H -12.136 -19.829 -5.318
H -10.445 -20.219 -5.005
H -11.562 -17.812 -3.939
H -10.063 -18.425 -3.352
H -11.516 -16.974 -1.825
H -10.611 -18.280 -1.105
H -12.107 -18.092 0.736
H -13.752 -18.721 0.481
H -13.333 -17.114 -0.203
C -34.015 -16.471 -3.882
O -32.670 -16.205 -3.546
C -31.713 -17.205 -4.077
C -30.292 -16.611 -3.881
O -29.269 -17.639 -3.817
C -28.027 -17.026 -3.650
C -27.062 -17.975 -2.966
O -27.616 -18.344 -1.666
C -26.817 -19.120 -0.830
H -34.137 -17.534 -3.672
H -34.088 -16.238 -4.944
H -34.791 -15.863 -3.417
H -31.915 -17.438 -5.122
H -31.806 -18.180 -3.599
H -30.338 -16.097 -2.921
H -30.108 -15.881 -4.670
H -28.047 -16.102 -3.072
H -27.616 -16.657 -4.590
H -26.134 -17.410 -2.877
H -26.845 -18.860 -3.565
H -26.383 -20.034 -1.233
H -27.396 -19.351 0.064
H -25.987 -18.508 -0.478
C -7.558 -17.175 -14.471
O -8.299 -15.918 -14.192
C -9.151 -16.139 -13.046
C -10.278 -15.073 -12.897
O -10.933 -15.287 -11.605
C -11.620 -14.193 -11.183
C -12.411 -14.472 -9.883
O -13.343 -15.634 -10.034
C -13.969 -16.140 -8.883
H -8.311 -17.928 -14.703
H -6.925 -17.552 -13.668
H -6.985 -17.190 -15.398
H -8.545 -16.145 -12.140
H -9.694 -17.075 -13.172
H -10.922 -15.173 -13.771
H -9.873 -14.069 -13.019
H -12.311 -13.942 -11.988
H -10.951 -13.334 -11.127
H -12.980 -13.555 -9.729
H -11.828 -14.713 -8.995
H -13.521 -15.680 -8.002
H -13.751 -17.208 -8.895
H -15.057 -16.100 -8.817
C -22.940 -28.255 2.235
O -21.751 -27.972 1.494
C -21.693 -26.722 0.824
C -22.321 -25.512 1.645
O -21.583 -25.515 2.847
C -22.056 -24.506 3.745
C -23.247 -24.971 4.656
O -24.438 -24.721 3.973
C -25.526 -25.504 4.554
H -22.956 -27.617 3.119
H -23.081 -29.325 2.388
H -23.808 -28.098 1.594
H -22.314 -26.735 -0.072
H -20.668 -26.572 0.485
H -23.387 -25.642 1.833
H -22.112 -24.541 1.196
H -22.215 -23.541 3.264
H -21.218 -24.276 4.404
H -23.287 -24.510 5.642
H -23.041 -26.014 4.896
H -25.255 -26.556 4.647
H -26.469 -25.491 4.008
H -25.776 -25.128 5.546
C -22.760 -12.417 1.843
O -23.532 -12.164 0.657
C -24.357 -13.336 0.361
C -25.713 -13.446 1.096
O -26.493 -12.291 0.769
C -27.898 -12.379 0.909
C -28.363 -12.351 2.368
O -27.935 -13.589 2.973
C -27.995 -13.451 4.417
H -21.925 -13.104 1.706
H -23.340 -12.849 2.659
H -22.364 -11.484 2.245
H -23.787 -14.259 0.464
H -24.613 -13.349 -0.698
H -25.516 -13.289 2.156
H -26.157 -14.442 1.069
H -28.217 -13.298 0.418
H -28.384 -11.568 0.366
H -29.444 -12.212 2.368
H -27.968 -11.492 2.910
H -27.793 -14.402 4.909
H -28.976 -13.135 4.772
H -27.311 -12.696 4.804

Results of the Mulliken charge analysis, in e, for atoms 1 through 5: 0.843 0.015 -0.284 -0.331 0.752


No. 2
DFT (ωB97M-V with the def2-TZVPD basis set) results for a molecular structure, C48H103Br2FN6O3 in a non-equilibrium geometry.

Calculated values
**HOMO**: -7.987 eV
**Kohn-Sham gap**: 8.304 eV
**E**: -209329.067 eV
**Lowest unoccupied orbital energy**: 0.012 Eh
**Maximum force**: 1.53 eV Å⁻¹

Geometry (Å):
C -1.641 -5.673 -2.124
C -0.832 -4.869 -1.421
C 0.445 -4.348 -2.022
N 0.596 -2.892 -2.100
C 1.954 -2.462 -2.396
C 2.539 -1.436 -1.387
C 2.761 -2.181 -0.042
C 2.027 -1.675 1.206
C 0.567 -2.145 1.327
C 0.242 -2.589 2.751
N 0.290 -1.460 3.688
C 1.389 -1.226 4.498
C 1.984 -2.374 5.278
O 1.849 -0.107 4.603
O 1.567 -0.399 -1.360
C 1.883 0.879 -0.794
C 2.337 1.922 -1.832
C 1.681 1.905 -3.188
O 1.056 2.838 -3.626
C 0.652 1.338 0.041
C -0.265 2.307 -0.709
C 1.128 1.915 1.406
C 0.573 3.275 1.825
C 3.908 -1.060 -1.986
F 3.735 -0.385 -3.194
C 4.934 -0.332 -1.110
C 6.264 -1.094 -1.064
C -0.513 -2.275 -2.758
Br -1.800 -1.618 -1.364
C -0.162 -1.181 -3.777
C -0.040 -1.818 -5.160
Br -1.564 0.164 -3.938
H -1.885 -5.426 -3.155
H -2.036 -6.612 -1.753
H -1.070 -4.583 -0.399
H 1.228 -4.756 -1.378
H 0.579 -4.824 -3.007
H 2.590 -3.345 -2.295
H 2.115 -2.128 -3.423
H 3.825 -2.223 0.201
H 2.461 -3.224 -0.159
H 2.558 -2.125 2.054
H 2.121 -0.601 1.356
H -0.128 -1.338 1.095
H 0.368 -2.965 0.637
H 0.895 -3.403 3.063
H -0.772 -2.999 2.763
H 0.126 -0.581 3.206
H 3.006 -2.100 5.529
H 2.008 -3.319 4.742
H 1.445 -2.511 6.216
H 2.698 0.798 -0.075
H 3.402 1.761 -2.021
H 2.254 2.932 -1.433
H 1.838 1.019 -3.827
H 0.054 0.443 0.202
H -1.198 2.458 -0.167
H -0.555 1.859 -1.662
H 0.194 3.264 -0.949
H 0.863 1.215 2.203
H 2.219 1.996 1.433
H -0.511 3.299 1.921
H 0.977 3.501 2.816
H 0.908 4.084 1.175
H 4.356 -2.023 -2.257
H 5.132 0.659 -1.516
H 4.577 -0.250 -0.084
H 7.017 -0.517 -0.529
H 6.149 -2.046 -0.541
H 6.623 -1.304 -2.072
H -1.113 -3.020 -3.278
H 0.746 -0.645 -3.542
H -0.971 -2.295 -5.465
H 0.195 -1.046 -5.892
H 0.779 -2.543 -5.188
C 6.951 4.447 -7.734
C 6.374 3.090 -7.362
N 6.350 2.846 -5.930
C 6.028 1.472 -5.590
C 4.634 0.938 -5.940
C 5.689 3.865 -5.129
C 4.214 4.173 -5.424
H 7.962 4.562 -7.340
H 6.995 4.540 -8.820
H 6.340 5.271 -7.365
H 6.998 2.314 -7.814
H 5.379 2.995 -7.826
H 6.196 1.340 -4.517
H 6.771 0.836 -6.082
H 3.874 1.311 -5.254
H 4.631 -0.150 -5.855
H 4.334 1.189 -6.958
H 6.257 4.792 -5.230
H 5.797 3.583 -4.078
H 4.015 4.223 -6.496
H 3.948 5.141 -4.996
H 3.538 3.440 -4.989
C 4.760 3.893 2.890
C 4.436 4.969 1.864
N 3.859 6.169 2.439
C 3.328 7.081 1.441
C 4.306 7.735 0.456
C 4.623 6.780 3.513
C 6.060 7.231 3.211
H 3.872 3.614 3.459
H 5.130 3.002 2.379
H 5.535 4.208 3.589
H 3.703 4.553 1.164
H 5.345 5.173 1.274
H 2.768 7.864 1.960
H 2.582 6.525 0.862
H 4.876 8.539 0.919
H 3.748 8.174 -0.373
H 5.007 7.015 0.033
H 4.656 6.075 4.346
H 4.049 7.631 3.889
H 6.601 6.495 2.615
H 6.607 7.362 4.146
H 6.091 8.184 2.686
C -4.541 -1.976 1.413
C -5.966 -2.166 0.921
N -6.782 -0.969 1.033
C -8.191 -1.215 0.784
C -8.615 -1.665 -0.620
C -6.225 0.224 0.415
C -5.910 0.180 -1.087
H -4.521 -1.644 2.453
H -4.004 -2.925 1.349
H -3.994 -1.256 0.804
H -6.434 -2.946 1.528
H -5.925 -2.557 -0.108
H -8.745 -0.311 1.050
H -8.515 -1.978 1.500
H -8.609 -0.842 -1.333
H -9.636 -2.052 -0.585
H -7.977 -2.460 -1.006
H -5.305 0.479 0.945
H -6.907 1.054 0.619
H -5.434 -0.758 -1.379
H -5.220 0.986 -1.342
H -6.801 0.315 -1.700
C -10.726 -5.815 5.708
C -9.840 -4.708 5.157
N -8.732 -4.364 6.032
C -8.037 -3.155 5.622
C -7.291 -3.163 4.283
C -7.885 -5.472 6.439
C -7.184 -6.286 5.342
H -11.122 -5.545 6.688
H -11.567 -5.979 5.034
H -10.195 -6.763 5.798
H -10.449 -3.808 5.034
H -9.510 -4.996 4.146
H -7.339 -2.878 6.417
H -8.779 -2.351 5.595
H -6.349 -3.709 4.342
H -7.045 -2.138 3.993
H -7.891 -3.593 3.480
H -8.491 -6.158 7.035
H -7.137 -5.082 7.133
H -7.846 -6.493 4.500
H -6.861 -7.247 5.748
H -6.295 -5.785 4.961

Results of the Mulliken charge analysis, in e, for atoms 1 through 5: -0.799 -0.399 -0.609 0.941 -4.405